{"formula": "C2H6N2O", "method": "the ωB97M-V functional and the def2-TZVPD basis", "species": ["C", "N", "C", "N", "O", "H", "H", "H", "H", "H", "H"], "positions_angstrom": [[-0.9158, -1.2606, 0.8634], [-0.2328, -0.4311, -0.1211], [0.7033, 0.3482, 0.1200], [1.3195, 1.0991, -0.8645], [0.5063, 1.0734, -1.9291], [-0.7826, -0.9340, 1.9717], [-1.9807, -0.8699, 0.6101], [-0.7509, -2.2355, 0.6266], [1.0328, 0.5058, 1.0959], [1.5013, 2.0780, -0.6613], [-0.4005, 0.6267, -1.7119]], "atomic_forces_ev_per_a": [[-2.26, 5.77, 0.94], [-0.51, -1.01, -0.98], [0.71, 0.48, 0.75], [-0.50, -0.50, 1.30], [-2.45, -0.15, -3.65], [0.33, -0.87, -1.67], [1.19, -1.68, 0.83], [0.16, -2.84, -0.22], [1.06, 0.33, 1.77], [0.03, -0.22, 0.60], [2.22, 0.69, 0.34]], "e_above_lowest_ev": 3.794, "homo_lumo_gap_ha": 0.3655, "smiles": "C/N=C/NO", "mol_weight_g_mol": 74.083, "e_homo_ev": -8.899}

***

{"formula": "C46H46HfN7O", "method": "the ωB97M-V functional and the def2-TZVPD basis", "species": ["Hf", "C", "C", "C", "C", "C", "C", "C", "C", "C", "C", "C", "C", "N", "C", "C", "N", "C", "C", "C", "C", "C", "C", "C", "C", "C", "C", "C", "C", "C", "C", "C", "C", "C", "C", "C", "C", "C", "C", "H", "H", "H", "H", "H", "H", "H", "H", "H", "H", "H", "H", "H", "H", "H", "H", "H", "H", "H", "H", "H", "H", "H", "H", "H", "H", "H", "H", "H", "H", "H", "H", "H", "H", "H", "H", "H", "H", "H", "H", "O", "N", "C", "C", "N", "C", "N", "N", "C", "N", "C", "C", "C", "C", "C", "C", "H", "H", "H", "H", "H", "H"], "positions_angstrom": [[-0.3719, 0.5021, 1.3410], [-1.0512, -1.3360, -3.8261], [-1.7183, -0.4380, -2.7834], [-2.4588, 0.7253, -3.4549], [-2.6591, -1.2127, -1.8795], [-3.7962, -1.7871, -2.4411], [-4.7282, -2.4446, -1.6602], [-4.5391, -2.5011, -0.2886], [-3.4111, -1.9536, 0.3146], [-3.3108, -2.0445, 1.8298], [-3.2702, -0.6524, 2.4599], [-2.2014, -2.9926, 2.2964], [-2.4442, -1.3379, -0.4996], [-1.2181, -0.8122, 0.0458], [0.0043, -1.4597, -0.2307], [1.2068, -0.7732, -0.1509], [1.2419, 0.6280, 0.1206], [2.4227, 1.3846, -0.2017], [3.1849, 1.9295, 0.8461], [4.3210, 2.6676, 0.5325], [4.7132, 2.8565, -0.7827], [3.9601, 2.3026, -1.8018], [2.8096, 1.5616, -1.5381], [2.0376, 1.0005, -2.7232], [2.9163, 0.0772, -3.5778], [1.4696, 2.1316, -3.5900], [2.7851, 1.7552, 2.3026], [1.8010, 2.8555, 2.7195], [3.9597, 1.7172, 3.2801], [2.3144, -1.7320, -0.3613], [3.6786, -1.6658, -0.3553], [4.4168, -2.8483, -0.6531], [3.8036, -4.0428, -0.9325], [2.3823, -4.1333, -0.9240], [1.5885, -5.2924, -1.1600], [0.2217, -5.2147, -1.0843], [-0.4549, -4.0001, -0.7668], [0.2927, -2.8780, -0.5480], [1.6958, -2.9684, -0.6352], [-0.3972, -0.7501, -4.4774], [-1.8006, -1.8198, -4.4597], [-0.4529, -2.1195, -3.3532], [-0.9379, -0.0110, -2.1566], [-3.2142, 0.3684, -4.1593], [-1.7593, 1.3527, -4.0151], [-2.9725, 1.3467, -2.7141], [-3.9548, -1.7123, -3.5118], [-5.6043, -2.8955, -2.1114], [-5.2820, -2.9851, 0.3379], [-4.2488, -2.4808, 2.1750], [-2.4365, -0.0797, 2.0559], [-3.1584, -0.6870, 3.5460], [-4.1651, -0.0818, 2.2142], [-1.2180, -2.6874, 1.9485], [-2.3781, -3.9957, 1.9039], [-2.1842, -3.0638, 3.3898], [4.9188, 3.0937, 1.3295], [5.6082, 3.4247, -1.0091], [4.2746, 2.4426, -2.8308], [1.2003, 0.4147, -2.3477], [3.7317, 0.6384, -4.0434], [2.3315, -0.3769, -4.3801], [3.3538, -0.7267, -2.9831], [2.2727, 2.7187, -4.0417], [0.8545, 2.8282, -3.0096], [0.8597, 1.7264, -4.4023], [2.2894, 0.7857, 2.3809], [2.2990, 3.8267, 2.6655], [1.4382, 2.7098, 3.7393], [0.9378, 2.9252, 2.0490], [4.4153, 2.7025, 3.3994], [4.7334, 1.0212, 2.9496], [3.6149, 1.4028, 4.2680], [4.2078, -0.7422, -0.1496], [5.4991, -2.7947, -0.6577], [4.4003, -4.9225, -1.1493], [2.0677, -6.2378, -1.3928], [-0.3699, -6.1045, -1.2653], [-1.5389, -3.9847, -0.7216], [-0.2268, 0.5811, 3.3034], [0.0911, -0.6941, 3.0294], [0.7588, -1.3161, 3.9100], [1.1686, -2.6717, 3.6010], [1.4934, -3.7449, 3.3584], [1.1100, -0.6931, 5.1665], [1.3914, -0.1804, 6.1530], [-2.1160, 3.8794, -0.6552], [-1.2710, 2.8689, -0.4806], [-1.4195, 2.3136, 0.7168], [-2.4404, 3.0495, 1.3683], [-2.9738, 2.9256, 2.6480], [-3.9729, 3.8094, 2.9970], [-4.4313, 4.7932, 2.1033], [-3.8960, 4.9275, 0.8395], [-2.8876, 4.0323, 0.5025], [-2.1733, 4.4385, -1.4910], [-0.5513, 2.5478, -1.2238], [-2.6127, 2.1820, 3.3493], [-4.4127, 3.7496, 3.9841], [-5.2184, 5.4659, 2.4187], [-4.2395, 5.6925, 0.1539]], "atomic_forces_ev_per_a": [[0.48, -0.33, -4.00], [0.02, -0.05, -0.01], [-0.05, 0.00, 0.00], [0.01, 0.03, 0.00], [0.00, -0.03, -0.08], [-0.04, -0.02, -0.01], [0.01, -0.01, 0.00], [-0.03, 0.01, 0.02], [-0.02, -0.02, 0.08], [0.09, 0.00, -0.09], [-0.08, -0.16, 0.14], [-0.08, 0.03, 0.10], [0.26, 0.01, 0.04], [-0.37, -0.51, -0.43], [-0.49, 0.22, -0.18], [0.06, 0.60, -0.10], [0.39, -0.05, -0.26], [-0.18, -0.26, 0.09], [0.11, 0.13, 0.13], [0.02, 0.01, 0.03], [0.00, -0.02, 0.00], [0.02, -0.01, 0.01], [0.02, 0.03, -0.13], [0.04, 0.04, 0.03], [0.00, 0.02, 0.01], [-0.02, 0.00, 0.00], [-0.02, 0.09, -0.08], [0.09, 0.01, 0.06], [0.05, 0.00, -0.01], [-0.03, 0.18, 0.23], [0.22, 0.00, -0.05], [-0.06, 0.10, 0.03], [-0.07, -0.04, 0.01], [0.12, -0.22, -0.07], [0.09, 0.04, 0.01], [-0.09, 0.12, 0.05], [-0.10, -0.18, -0.11], [-0.16, 0.09, 0.28], [-0.03, 0.05, 0.04], [-0.01, -0.01, 0.03], [0.06, 0.03, 0.04], [-0.04, 0.04, -0.02], [0.12, 0.05, 0.06], [0.04, 0.01, 0.05], [-0.02, -0.03, 0.02], [0.02, -0.03, -0.03], [0.01, 0.00, 0.07], [0.05, 0.04, 0.03], [0.05, 0.03, -0.05], [-0.08, -0.06, -0.05], [-0.16, 0.14, 0.08], [0.02, -0.02, -0.04], [-0.04, -0.01, 0.00], [0.08, 0.03, -0.03], [-0.01, 0.04, 0.03], [0.01, 0.03, -0.10], [-0.04, -0.04, -0.05], [-0.07, -0.03, 0.01], [-0.03, 0.00, 0.07], [-0.05, -0.08, 0.05], [-0.06, -0.06, 0.04], [-0.03, 0.02, 0.02], [-0.04, 0.04, 0.00], [-0.03, -0.02, 0.02], [0.02, -0.06, -0.01], [0.03, 0.01, 0.06], [-0.07, -0.14, 0.00], [-0.02, -0.02, 0.00], [0.03, -0.01, -0.05], [-0.07, -0.01, -0.07], [-0.01, -0.04, -0.01], [-0.04, 0.02, 0.02], [0.00, 0.03, -0.05], [-0.01, -0.04, 0.00], [-0.06, 0.01, 0.01], [-0.05, 0.05, 0.01], [-0.03, 0.08, 0.01], [0.02, 0.06, 0.01], [0.07, -0.02, 0.00], [-0.03, 0.32, 2.61], [0.35, 0.01, 1.00], [0.46, -1.01, 0.57], [-0.09, 0.41, 0.20], [0.00, 0.02, -0.02], [-0.12, -0.26, -0.32], [0.03, 0.01, 0.01], [-0.23, 0.27, 0.01], [-0.05, -0.19, 0.28], [-0.54, 0.77, 0.20], [0.41, -0.32, -0.16], [0.04, -0.07, 0.09], [-0.03, 0.04, -0.02], [-0.01, -0.01, 0.04], [-0.01, 0.06, -0.04], [0.10, 0.09, -0.41], [-0.01, 0.01, -0.01], [-0.09, -0.02, 0.07], [-0.02, 0.01, -0.03], [0.01, 0.01, -0.04], [0.03, -0.03, -0.01], [0.02, -0.05, 0.04]], "e_above_lowest_ev": 0.000, "charge": 1, "homo_lumo_gap_ha": 0.2131, "mol_weight_g_mol": 891.412, "e_homo_ev": -9.875}

***

{"formula": "C3H12N4", "method": "the ωB97M-V functional and the def2-TZVPD basis", "species": ["C", "C", "N", "C", "N", "N", "N", "H", "H", "H", "H", "H", "H", "H", "H", "H", "H", "H", "H"], "positions_angstrom": [[-2.1302, -0.7687, -0.3392], [-1.0213, -0.5039, 0.6239], [-1.1399, 0.9648, 1.1756], [0.5757, -0.3516, -0.2456], [0.8597, -1.1497, -1.2455], [1.2554, 0.5460, 0.3558], [2.5314, 1.0044, -0.1692], [-2.4583, -1.8693, -0.4174], [-1.7481, -0.4899, -1.4563], [-3.0451, -0.2371, -0.1283], [-0.8602, -1.2167, 1.4347], [-0.2299, 1.3790, 1.2737], [-1.6438, 0.9830, 2.1128], [-1.6004, 1.6886, 0.5144], [0.2573, -1.9278, -1.4454], [1.8216, -1.4160, -1.3663], [2.6087, 0.9758, -1.2432], [2.6703, 1.9092, 0.3092], [3.2972, 0.4800, 0.2564]], "atomic_forces_ev_per_a": [[0.40, -1.67, -3.47], [2.88, 2.14, -1.79], [-2.30, 0.05, 0.12], [-2.89, -0.42, 2.69], [0.36, -0.60, -0.24], [0.28, 1.05, 0.06], [-0.09, -0.61, -0.49], [0.78, 1.56, 0.37], [-1.27, -0.43, 2.59], [-0.17, 0.35, 0.12], [-0.07, 0.41, 0.08], [1.24, -0.14, 0.52], [0.61, 0.06, -1.39], [0.23, -1.88, 1.03], [-0.52, -0.09, -0.21], [0.41, 0.06, -0.37], [0.05, 0.61, 1.77], [-0.18, 0.24, -1.12], [0.24, -0.68, -0.27]], "e_above_lowest_ev": 2.831, "charge": 2, "homo_lumo_gap_ha": 0.4326, "smiles": "C[C@H]([NH3+])/C(N)=N/[NH3+]", "mol_weight_g_mol": 104.157, "e_homo_ev": -18.966}

***

{"formula": "C2HOS2", "method": "the ωB97M-V functional and the def2-TZVPD basis", "species": ["O", "C", "S", "C", "S", "H"], "positions_angstrom": [[0.6808, -1.8376, 0.4231], [-0.0334, -0.8897, 0.4100], [-1.4080, -0.3686, 1.2675], [0.2621, 0.6680, -0.4304], [-0.4961, 1.1228, -1.8011], [0.9946, 1.3051, 0.1308]], "atomic_forces_ev_per_a": [[0.72, -0.83, -0.45], [-0.56, 4.04, -0.59], [-0.07, -0.44, 0.28], [0.24, -2.49, 0.82], [0.47, 0.07, 0.37], [-0.79, -0.36, -0.43]], "e_above_lowest_ev": 0.427, "charge": -1, "homo_lumo_gap_ha": 0.2562, "smiles": "[O-]C(=S)C=S", "mol_weight_g_mol": 105.163, "e_homo_ev": -3.324}